Molecular formula: C6H9ClNO3
Method: DFT, the ωB97M-V functional and the def2-TZVPD basis

Computed properties:
**E_LUMO (spin up / spin down)**: -0.193 / -2.338 eV
**E_HOMO (spin up / spin down)**: -9.9 / -9.9 eV
**Expectation value of S²**: 0.76
**Spin multiplicity**: 2
**Relative energy (zero: lowest compared OMol25 entry of this formula, charge and spin)**: 17.9 kcal per mole
**Calculated total energy**: -26517.37323 eV
**Charge**: 0

Last column: Löwdin spin population.
Geometry (Å):
1 C -0.4520 1.2873 -1.9983  0.000
2 C -1.4037 1.1217 -1.0568  0.000
3 C -1.5053 -0.0137 -0.0808  0.001
4 O -2.5164 -0.0919 0.5975  0.001
5 H -0.4378 2.1843 -2.6171  0.000
6 Cl 0.4845 0.0180 -2.7343  0.000
7 C -2.5164 2.1325 -0.9871  0.000
8 C -0.3912 -1.0034 0.1242  0.009
9 H -2.6000 2.5455 0.0274  0.000
10 H -2.3479 2.9565 -1.6908  0.000
11 H -3.4781 1.6552 -1.2224  0.000
12 H 0.5983 -0.5528 -0.0171  0.007
13 H -0.4443 -1.3639 1.1582  0.001
14 H -0.4271 -1.7683 -0.6645  0.000
15 C 2.7130 -0.8192 1.7560  0.650
16 H 3.2301 -0.2814 0.9648  0.027
17 H 1.9426 -0.4289 2.4158  0.026
18 N 3.0829 -2.1560 1.9540  0.073
19 O 2.6185 -2.7478 2.9260  0.104
20 O 3.8502 -2.6735 1.1455  0.102

***

Molecular formula: C6H9ClNP
Method: DFT, the ωB97M-V functional and the def2-TZVPD basis

Computed properties:
**E_LUMO**: 0.001 eV
**E_HOMO**: -8.6 eV
**SMILES string**: [H]/P=C/[C@@H](Cl)/C=N/C(=C)C
**Relative energy (zero: lowest compared OMol25 entry of this formula, charge and spin)**: 26.5 kcal per mole
**Calculated total energy**: -29665.36409 eV
**Charge**: 0

Last column: Mulliken charge in e.
Geometry (Å):
1 H 1.2808 2.1293 3.2255  0.012
2 P 0.8855 1.2964 1.9984  -0.005
3 C 1.0150 -0.2887 2.6746  -0.481
4 C 0.3986 -1.6755 2.0039  0.037
5 Cl -0.8297 -2.3273 3.0575  -0.191
6 C -0.1858 -1.3955 0.6565  -0.431
7 N -0.0181 -0.2769 0.1562  -0.227
8 C -0.3369 0.0212 -1.1595  0.775
9 C -0.1703 -0.8926 -2.0987  -0.999
10 C -0.7230 1.3754 -1.4173  -1.054
11 H 1.5072 -0.5572 3.5836  0.323
12 H 1.2713 -2.2678 2.0912  0.368
13 H -0.8770 -2.0755 0.1537  0.483
14 H 0.0502 -1.8628 -1.8044  0.400
15 H -0.1936 -0.4960 -3.1532  0.197
16 H -0.8268 1.3617 -2.4804  0.325
17 H -1.7169 1.5736 -0.8750  0.230
18 H -0.1670 2.3473 -1.0415  0.238

***

Molecular formula: C6H9ClO4
Method: DFT, the ωB97M-V functional and the def2-TZVPD basis

Computed properties:
**E_LUMO**: 0.542 eV
**E_HOMO**: -8.6 eV
**SMILES string**: C/C(Cl)=C(\O)O[C@@H](C=O)CO
**Relative energy (zero: lowest compared OMol25 entry of this formula, charge and spin)**: 0.0 kcal per mole
**Calculated total energy**: -27077.92398 eV
**Charge**: 0

Last column: Mulliken charge in e.
Geometry (Å):
1 C 2.4809 1.0002 -2.0539  -1.160
2 C 1.3114 0.9566 -1.2185  0.748
3 Cl 0.1117 2.0740 -1.6408  -0.212
4 C 1.2266 0.2149 -0.1534  0.023
5 O 2.0042 -0.6887 0.3951  -0.562
6 O 0.1576 0.4929 0.7664  -0.451
7 C -1.0916 -0.3014 0.6165  0.611
8 C -1.0695 -1.7134 1.1969  -0.240
9 O -0.1262 -2.4307 1.3107  -0.470
10 C -2.1512 0.3724 1.4884  -0.811
11 O -1.9754 0.3608 2.8826  -0.488
12 H 2.2786 0.8814 -3.1254  0.321
13 H 3.0157 0.1280 -1.7662  0.344
14 H 3.0741 1.9284 -1.9865  0.270
15 H 1.5136 -0.8615 1.2275  0.387
16 H -1.4231 -0.4002 -0.4468  0.292
17 H -2.0456 -2.1079 1.4080  0.375
18 H -3.1692 -0.1889 1.2819  0.372
19 H -2.3222 1.3915 1.0282  0.342
20 H -1.5295 1.1212 3.1648  0.311